1.
DFT (ωB97M-V with the def2-TZVPD basis set) results for a molecular structure, C39H50Cu2N4O3.

Geometry (Å):
C (33.3121, -22.4643, 1.4136)
N (33.1932, -21.7984, 2.6982)
C (31.9655, -21.3719, 3.0503)
C (31.7575, -20.8873, 4.3611)
C (32.7589, -20.8562, 5.3079)
C (34.0439, -21.3234, 4.9108)
C (34.2256, -21.6540, 3.5357)
C (32.3397, -20.5947, 6.7139)
C (31.4144, -19.5839, 7.0292)
C (30.7505, -19.5535, 8.1807)
N (30.9806, -20.5761, 9.1048)
C (31.9518, -21.5527, 8.9323)
C (32.7028, -21.5382, 7.7488)
C (29.9750, -20.7902, 10.2011)
H (32.5338, -22.1044, 0.7407)
H (33.1728, -23.5105, 1.6859)
H (34.3182, -22.2682, 1.0429)
H (31.1710, -21.1315, 2.3594)
H (30.7934, -20.5211, 4.6816)
H (34.8113, -21.2583, 5.6680)
H (35.2300, -21.8629, 3.1981)
H (31.1047, -18.9023, 6.2507)
H (29.8650, -18.9427, 8.2770)
H (32.0765, -22.2753, 9.7252)
H (33.4311, -22.3328, 7.6812)
H (29.8085, -19.7911, 10.6040)
H (30.3335, -21.4156, 11.0187)
H (28.9608, -21.0085, 9.8669)
Cu (27.8633, -20.1252, 5.3356)
Cu (28.2278, -21.6197, 2.9751)
C (30.8848, -15.9795, -1.6206)
C (29.4362, -16.4327, -1.2888)
C (29.0843, -17.9012, -1.4883)
C (27.6582, -18.1361, -0.9160)
N (27.1947, -19.5588, -0.7084)
C (27.3995, -20.4338, -1.9735)
C (26.1931, -20.0383, -2.7761)
C (25.0199, -20.0057, -1.7789)
C (25.6791, -19.6047, -0.3707)
C (27.8854, -20.0644, 0.5629)
H (30.8312, -14.9334, -1.9221)
H (31.3876, -16.3957, -2.4936)
H (31.6067, -16.1087, -0.8142)
H (28.8839, -15.9558, -2.0985)
H (28.9929, -15.9719, -0.4061)
H (29.8469, -18.5556, -1.0659)
H (29.1228, -18.2005, -2.5357)
H (27.0514, -17.5976, -1.6440)
H (27.4975, -17.5982, 0.0183)
H (27.2425, -21.4958, -1.7845)
H (28.4357, -20.2289, -2.2425)
H (25.9074, -20.6999, -3.5939)
H (26.2223, -19.0758, -3.2868)
H (24.4996, -20.9407, -1.5709)
H (24.3286, -19.1870, -1.9784)
H (25.3839, -20.4429, 0.2605)
H (25.4279, -18.6477, 0.0868)
H (27.4746, -21.0739, 0.5797)
H (27.6214, -19.3785, 1.3679)
H (28.9418, -20.2250, 0.3480)
O (28.7246, -19.4397, 3.4100)
H (28.4929, -18.6154, 2.9394)
C (24.1638, -17.4963, 5.7152)
C (24.9757, -16.2835, 5.2621)
C (26.1503, -16.7731, 4.3709)
C (26.5886, -16.0617, 3.1329)
N (27.0274, -15.5658, 2.1503)
H (23.1884, -17.2319, 6.1237)
H (24.6362, -17.9469, 6.5880)
H (23.8466, -18.1829, 4.9303)
H (25.3851, -15.8362, 6.1679)
H (24.4068, -15.5059, 4.7525)
H (25.7739, -17.6733, 3.8852)
H (26.9991, -17.1934, 4.9104)
C (37.5354, -16.3424, 7.5440)
C (37.9368, -17.1596, 6.4770)
C (36.9768, -17.5371, 5.5019)
C (35.6648, -17.2136, 5.6838)
C (35.1986, -16.4955, 6.8513)
C (36.1593, -16.1231, 7.7877)
C (33.7811, -16.0799, 7.0794)
O (33.4490, -15.4155, 8.0231)
C (32.7821, -16.5196, 6.0071)
C (31.5210, -15.8523, 5.9391)
C (30.5730, -16.2526, 4.9615)
C (30.9374, -17.1744, 3.9893)
C (32.2355, -17.7215, 3.9197)
C (33.2005, -17.3712, 4.8864)
C (34.6157, -17.7776, 4.7223)
O (34.9327, -18.4686, 3.7130)
H (38.2878, -15.9386, 8.2053)
H (38.9506, -17.5009, 6.3283)
H (37.3132, -18.0905, 4.6376)
H (35.9702, -15.5880, 8.7066)
H (31.3588, -15.0117, 6.5975)
H (29.6107, -15.7683, 5.0387)
H (30.2746, -17.5611, 3.2293)
H (32.6264, -18.2882, 3.0876)

## Properties
Frontier orbital gap in eV: 3.59
Multiplicity: 1
Calculated total energy in Ha: -5240.1884
Net charge: +4

=====

2.
DFT (ωB97M-V with the def2-TZVPD basis set) results for a molecular structure, C39H50F2N5O5RhS.

Geometry (Å):
Rh (-1.8921, -0.3817, -0.0500)
C (4.7360, -1.5810, 4.3720)
C (4.1013, -0.2448, 3.9979)
N (3.2046, -0.3493, 2.8579)
C (1.8966, -0.5880, 3.1055)
C (0.9150, -0.6082, 2.1551)
C (-0.4920, -0.9174, 2.6921)
O (-0.5505, -1.4518, 3.7846)
O (-1.4791, -0.5512, 1.9820)
C (1.2392, -0.3732, 0.7825)
O (0.4388, -0.2402, -0.1725)
C (2.6733, -0.2575, 0.5209)
C (3.1085, -0.1473, -0.8021)
C (4.4431, 0.0013, -1.0938)
F (4.8041, 0.0600, -2.3980)
C (5.4191, 0.0814, -0.0921)
C (4.9756, -0.0371, 1.2279)
C (3.6293, -0.2254, 1.5572)
N (6.7764, 0.3086, -0.3471)
C (7.2533, 0.6891, -1.6702)
C (8.7093, 1.1692, -1.5429)
N (8.8724, 1.7395, -0.1808)
C (8.8306, 0.6714, 0.8604)
C (7.7925, -0.3756, 0.4205)
H (5.3855, -1.4459, 5.2319)
H (5.3230, -1.9914, 3.5542)
H (3.9677, -2.3006, 4.6379)
H (4.8699, 0.5038, 3.7920)
H (3.5040, 0.1205, 4.8345)
H (1.6169, -0.7644, 4.1344)
H (2.3760, -0.2051, -1.5913)
H (5.6999, 0.0232, 2.0210)
H (6.6258, 1.5065, -2.0375)
H (7.2031, -0.1306, -2.4010)
H (8.9254, 1.9255, -2.2991)
H (9.4248, 0.3562, -1.6728)
H (8.0711, 2.3659, -0.0331)
H (9.7304, 2.2938, -0.1000)
H (8.5519, 1.1299, 1.8109)
H (9.8157, 0.2178, 0.9656)
H (7.3608, -0.8585, 1.2943)
H (8.2626, -1.1652, -0.1796)
N (-1.7923, 0.4037, -1.9257)
C (-1.9979, 0.2204, -3.0592)
C (-2.1175, 0.0277, -4.4314)
C (-1.2069, -0.8498, -5.0501)
C (-1.2391, -1.0112, -6.4178)
C (-2.1677, -0.3182, -7.1848)
C (-3.0763, 0.5397, -6.5783)
C (-3.0619, 0.7181, -5.2105)
H (-0.4958, -1.3858, -4.4389)
H (-0.5367, -1.6807, -6.8904)
H (-2.1846, -0.4476, -8.2551)
H (-3.7945, 1.0768, -7.1801)
H (-3.7640, 1.3873, -4.7361)
C (-1.2868, 5.1809, 0.6756)
N (-2.0138, 3.9803, 0.3379)
C (-3.1681, 4.0692, -0.5314)
C (-1.7275, 2.7873, 0.8744)
C (-0.5151, 2.7125, 1.7616)
O (-2.4432, 1.8023, 0.6360)
H (-1.6589, 6.0081, 0.0780)
H (-0.2228, 5.0617, 0.4669)
H (-1.4109, 5.4417, 1.7301)
H (-3.1755, 5.0295, -1.0374)
H (-4.0856, 3.9616, 0.0476)
H (-3.1219, 3.2620, -1.2641)
H (-0.6145, 3.3830, 2.6118)
H (0.3759, 2.9991, 1.2050)
H (-0.4020, 1.6935, 2.1234)
C (-6.3271, 2.7248, 1.0383)
C (-7.1537, 1.4561, 1.1920)
C (-6.5675, 0.3261, 0.3655)
S (-4.8203, 0.0438, 0.9050)
O (-4.2162, -0.6683, -0.2641)
C (-5.1369, -1.2370, 2.2040)
C (-4.9772, -2.6634, 1.7126)
C (-6.0454, -3.1253, 0.7299)
H (-6.7874, 3.5531, 1.5679)
H (-6.2566, 2.9811, -0.0150)
H (-5.3236, 2.5750, 1.4298)
H (-8.1780, 1.6507, 0.8693)
H (-7.1939, 1.1647, 2.2425)
H (-6.5082, 0.5891, -0.6882)
H (-7.1209, -0.6010, 0.4750)
H (-6.1286, -1.0320, 2.6038)
H (-4.3914, -1.0369, 2.9724)
H (-4.9968, -3.3136, 2.5916)
H (-3.9871, -2.7613, 1.2561)
H (-7.0425, -2.9892, 1.1439)
H (-5.9107, -4.1838, 0.5261)
H (-5.9774, -2.5981, -0.2182)
F (-2.0108, -6.4780, -1.1519)
C (-1.9854, -5.1678, -0.8834)
C (-2.6297, -4.2893, -1.7432)
C (-2.6591, -2.9420, -1.4291)
C (-2.0029, -2.4740, -0.2896)
C (-1.3841, -3.3783, 0.5721)
C (-1.3575, -4.7288, 0.2724)
H (-3.1173, -4.6700, -2.6270)
H (-3.1971, -2.2614, -2.0761)
H (-0.9324, -3.0504, 1.4974)
H (-0.8902, -5.4394, 0.9348)

## Properties
Frontier orbital gap in eV: 7.13
Multiplicity: 1
Calculated total energy in Ha: -2874.0497
Net charge: +2

=====

3.
DFT (ωB97M-V with the def2-TZVPD basis set) results for 6 unconnected molecules or ions with the total composition C39H50N.

Geometry (Å):
C (-3.4569, 0.4549, -3.1985)
C (-3.0626, 0.7181, -1.6296)
C (-1.4460, 0.3110, -1.4938)
C (-3.8486, -0.2217, -0.5428)
C (-5.4836, -0.1441, -0.5975)
C (-6.0611, -1.4422, -1.4445)
C (-7.6538, -1.3052, -1.8638)
C (-7.8202, 0.1895, -2.5458)
N (-7.6075, 1.1877, -1.3882)
C (-6.1024, 1.2993, -1.0649)
H (-3.8893, -0.6066, -3.4333)
H (-2.4520, 0.5434, -3.8369)
H (-4.1328, 1.3497, -3.5602)
H (-3.1531, 1.8386, -1.2874)
H (-0.9830, 0.6604, -0.4774)
H (-0.8205, 0.8015, -2.3811)
H (-1.4051, -0.8741, -1.5960)
H (-3.5502, -1.3538, -0.7649)
H (-3.4660, 0.0090, 0.5579)
H (-5.8592, -0.3143, 0.5235)
H (-6.0143, -2.3625, -0.6856)
H (-5.4047, -1.7494, -2.3625)
H (-7.9828, -2.1918, -2.5568)
H (-8.2495, -1.2679, -0.8327)
H (-6.9819, 0.2691, -3.3691)
H (-8.8821, 0.3396, -3.0193)
H (-8.1883, 0.9670, -0.5495)
H (-7.8617, 2.1308, -1.8071)
H (-6.0368, 2.0278, -0.1214)
H (-5.6153, 1.7695, -2.0187)
C (1.4249, -0.4849, 1.1911)
C (2.1347, 0.4662, 1.9234)
C (3.3299, 0.9826, 1.4237)
C (3.8106, 0.5546, 0.1859)
C (3.0988, -0.3938, -0.5481)
C (1.9084, -0.9170, -0.0441)
H (0.4952, -0.8897, 1.5824)
H (1.7565, 0.8047, 2.8848)
H (3.8862, 1.7187, 1.9976)
H (4.7395, 0.9606, -0.2059)
H (3.4727, -0.7260, -1.5135)
H (1.3569, -1.6600, -0.6137)
C (6.8537, -1.0428, -2.9006)
C (6.4170, 0.2669, -2.7033)
C (7.2790, 1.2148, -2.1527)
C (8.5823, 0.8551, -1.8083)
C (9.0201, -0.4537, -2.0091)
C (8.1551, -1.4039, -2.5510)
H (6.1805, -1.7821, -3.3265)
H (5.4036, 0.5488, -2.9781)
H (6.9363, 2.2335, -1.9929)
H (9.2557, 1.5949, -1.3838)
H (10.0363, -0.7334, -1.7421)
H (8.4948, -2.4248, -2.7022)
C (9.4409, -3.4407, 0.3604)
C (9.2903, -2.3376, 1.2002)
C (9.9631, -2.2923, 2.4209)
C (10.7952, -3.3469, 2.7976)
C (10.9488, -4.4484, 1.9561)
C (10.2686, -4.4978, 0.7396)
H (8.9137, -3.4771, -0.5893)
H (8.6473, -1.5127, 0.9035)
H (9.8403, -1.4357, 3.0780)
H (11.3235, -3.3097, 3.7466)
H (11.5985, -5.2694, 2.2491)
H (10.3841, -5.3585, 0.0867)
C (-2.2248, 6.0502, 1.3781)
C (-2.7726, 6.7962, 0.3351)
C (-3.6262, 6.1881, -0.5850)
C (-3.9399, 4.8348, -0.4560)
C (-3.3950, 4.0897, 0.5893)
C (-2.5341, 4.6956, 1.5040)
H (-1.5569, 6.5236, 2.0930)
H (-2.5335, 7.8524, 0.2386)
H (-4.0476, 6.7681, -1.4015)
H (-4.6090, 4.3619, -1.1700)
H (-3.6409, 3.0354, 0.6907)
H (-2.1054, 4.1135, 2.3150)
C (-5.5860, -2.5751, 2.8284)
C (-5.8879, -2.4437, 4.1835)
C (-4.8838, -2.1154, 5.0939)
C (-3.5783, -1.9087, 4.6472)
C (-3.2772, -2.0364, 3.2915)
C (-4.2795, -2.3739, 2.3824)
H (-6.3681, -2.8344, 2.1197)
H (-6.9066, -2.5981, 4.5305)
H (-5.1181, -2.0197, 6.1506)
H (-2.7967, -1.6480, 5.3559)
H (-2.2601, -1.8737, 2.9434)
H (-4.0434, -2.4787, 1.3271)

## Properties
Frontier orbital gap in eV: 7.09
Multiplicity: 1
Calculated total energy in Ha: -1570.4487
Net charge: +1

=====

4.
DFT (ωB97M-V with the def2-TZVPD basis set) results for a molecular structure, C39H51B2N14ReS3.

Geometry (Å):
Re (-1.8219, -1.5389, 0.5425)
C (-1.3006, -1.2585, -4.6197)
C (-0.3204, -0.9540, -3.5343)
C (1.0362, -0.9320, -3.7099)
C (1.9199, -0.7211, -2.6146)
N (1.4623, -0.3443, -1.4387)
N (0.1315, -0.2789, -1.2786)
B (-0.5567, 0.3319, -0.0281)
N (-1.4642, 1.5467, -0.5036)
N (-1.0585, 2.2753, -1.5037)
C (-1.7633, 3.3784, -1.8030)
C (-2.8641, 3.7511, -1.0169)
C (-3.2825, 2.9821, 0.0604)
C (-4.4577, 3.3306, 0.9148)
C (-2.5135, 1.8364, 0.2573)
S (-2.8553, 0.5269, 1.4045)
C (-1.2884, 4.1469, -3.0189)
C (0.1697, 4.5667, -2.7861)
C (-1.3713, 3.1975, -4.2263)
C (-2.1509, 5.3826, -3.2749)
N (0.3098, 1.0355, 1.0888)
N (1.4035, 1.6447, 0.5943)
C (2.2254, 2.2705, 1.4128)
C (2.0144, 2.2160, 2.8101)
C (0.8533, 1.7065, 3.3190)
C (0.5143, 1.7548, 4.7767)
C (-0.0427, 1.1656, 2.3692)
S (-1.6482, 0.8591, 3.0456)
C (3.3927, 3.0554, 0.8470)
C (4.6783, 2.2756, 1.1672)
C (3.2385, 3.2752, -0.6573)
C (3.4488, 4.4243, 1.5477)
C (-0.7386, -0.6962, -2.2117)
S (-2.3823, -0.9734, -1.6793)
C (3.4000, -0.9971, -2.7875)
C (3.5250, -2.5268, -2.9438)
C (4.2112, -0.5402, -1.5835)
C (3.9242, -0.3012, -4.0547)
H (-0.7879, -1.4195, -5.5648)
H (-2.0050, -0.4350, -4.7481)
H (-1.8794, -2.1548, -4.3886)
H (1.4542, -1.1376, -4.6869)
H (-3.4079, 4.6525, -1.2646)
H (-4.9041, 4.2665, 0.5880)
H (-4.1605, 3.4427, 1.9591)
H (-5.2226, 2.5540, 0.8609)
H (0.8084, 3.7045, -2.5961)
H (0.2533, 5.2636, -1.9504)
H (0.5363, 5.0743, -3.6774)
H (-0.7245, 2.3287, -4.0907)
H (-1.0393, 3.7297, -5.1167)
H (-2.3948, 2.8617, -4.4037)
H (-2.1128, 6.0920, -2.4464)
H (-3.1918, 5.1271, -3.4816)
H (-1.7718, 5.9014, -4.1540)
H (2.7511, 2.6437, 3.4775)
H (1.3784, 2.0814, 5.3508)
H (0.2082, 0.7760, 5.1522)
H (-0.2918, 2.4670, 4.9707)
H (4.7134, 1.3222, 0.6443)
H (4.7859, 2.0916, 2.2378)
H (5.5376, 2.8676, 0.8544)
H (2.9471, 2.3678, -1.1831)
H (4.1882, 3.6183, -1.0660)
H (2.4954, 4.0469, -0.8600)
H (3.7498, 4.3538, 2.5925)
H (2.4959, 4.9523, 1.4865)
H (4.1962, 5.0396, 1.0478)
H (3.2416, -3.0439, -2.0246)
H (4.5619, -2.7770, -3.1657)
H (2.9143, -2.9099, -3.7627)
H (3.7811, -0.8863, -0.6437)
H (4.2927, 0.5461, -1.5504)
H (5.2183, -0.9480, -1.6618)
H (3.5962, -0.7912, -4.9711)
H (5.0131, -0.3407, -4.0508)
H (3.6359, 0.7508, -4.0919)
C (-4.9186, -2.3395, 3.2101)
C (-4.7112, -1.8645, 1.9366)
N (-3.4944, -2.2498, 1.4947)
N (-2.8794, -2.9510, 2.5317)
C (-3.7396, -2.9985, 3.5529)
B (-1.5788, -3.9057, 2.3426)
N (-1.6925, -4.4628, 0.9186)
C (-1.8408, -5.6680, 0.3611)
C (-1.9143, -5.5230, -1.0164)
C (-1.8166, -4.1673, -1.2372)
N (-1.6677, -3.5172, -0.0637)
N (-0.2550, -3.0054, 2.2966)
C (0.9099, -3.3091, 2.8532)
C (1.9083, -2.4875, 2.3256)
C (1.2682, -1.6588, 1.4422)
N (-0.0625, -1.9510, 1.4187)
N (-1.4701, -4.8285, 3.4823)
C (-1.6390, -6.1705, 3.7007)
C (-1.4944, -6.3993, 5.0387)
C (-1.2461, -5.1276, 5.5985)
N (-1.2317, -4.1877, 4.6792)
H (-5.8104, -2.2547, 3.8067)
H (-5.3672, -1.2936, 1.2986)
H (-3.4670, -3.5236, 4.4544)
H (-1.8825, -6.5661, 0.9504)
H (-2.0269, -6.3044, -1.7466)
H (-1.8479, -3.6251, -2.1655)
H (0.9682, -4.0870, 3.5964)
H (2.9590, -2.5209, 2.5543)
H (1.6850, -0.9139, 0.7851)
H (-1.8455, -6.8743, 2.9156)
H (-1.5612, -7.3443, 5.5488)
H (-1.0753, -4.8732, 6.6319)

## Properties
Frontier orbital gap (spin up / spin down) in eV: 5.17 / 5.21
Multiplicity: 1
Calculated total energy in Ha: -3604.5923
Net charge: +4